# 1
Molecular formula: H35O17
Method: DFT, ωB97M-V/def2-TZVPD

Structure (XYZ):
```
52
Properties=species:S:1:pos:R:3:lowdin_charge:R:1
O 1.229 2.142 -2.580 -0.070
H -1.539 -1.817 1.910 0.034
H -1.104 -0.291 1.729 -0.022
O -0.855 -1.144 1.822 0.001
H 0.319 -3.762 -0.270 0.136
H -1.735 -3.459 -1.058 0.114
O 0.055 2.442 -0.214 0.063
H -0.898 2.309 -0.476 0.129
H 0.668 2.699 -0.971 0.093
O 2.892 2.056 0.268 -0.050
H 3.459 1.287 0.141 0.052
H 0.137 -0.257 -0.185 0.014
O -3.325 -2.802 2.073 -0.064
H 2.175 -2.476 -1.628 -0.004
O -0.554 0.150 4.356 -0.144
H -0.579 1.184 4.542 0.093
H -2.129 -0.725 -4.852 -0.008
O -3.548 -0.677 -2.090 0.005
H -3.609 2.574 2.393 0.000
H 4.623 -0.124 -0.133 -0.012
O 0.876 -0.087 0.365 0.014
H 1.896 2.631 -2.069 -0.005
H 1.612 1.684 3.069 -0.002
O 0.100 -3.254 -1.161 -0.127
H -3.123 -4.193 -0.238 -0.076
H 0.741 -3.785 -1.732 0.087
O -1.694 -0.285 -4.189 -0.046
H -3.845 -0.190 -2.781 -0.021
H -1.895 0.656 -4.550 0.116
O 3.579 3.290 -1.675 -0.085
H -1.644 -0.143 -0.839 0.047
H -2.844 -3.618 2.176 0.033
O 4.864 -0.731 0.519 0.026
H 3.559 3.508 -0.728 0.041
H 5.096 -1.436 0.006 -0.004
O -1.230 0.646 -1.200 -0.098
H 1.423 1.237 -2.930 0.098
H -1.084 0.623 -2.250 0.127
O 1.786 2.368 2.512 0.018
H -3.742 -1.592 -2.186 0.036
H -1.581 0.155 4.449 0.071
O 2.570 -2.242 -0.821 -0.031
H -4.256 -3.105 2.109 0.070
H 0.875 -0.539 1.153 0.028
O -2.397 -3.732 -0.242 -0.079
H 2.403 2.816 3.067 0.060
H 3.100 2.410 1.112 0.027
O -3.297 2.151 3.165 -0.075
H -3.844 1.302 3.331 0.093
H 0.560 1.476 0.319 0.214
H 3.381 4.114 -2.186 0.089
H 2.369 -1.446 -0.350 -0.006
```

Kohn-Sham gap   10.56 eV
Highest occupied orbital energy   -13.166 eV
Net charge   +1
2S+1   1
Energy relative to the best compared isomer or geometry (same formula, charge and spin)   171.0 kcal per mole

=====

# 2
Molecular formula: H36O22P
Method: DFT, ωB97M-V/def2-TZVPD

Structure (XYZ):
```
59
Properties=species:S:1:pos:R:3:lowdin_charge:R:1
P 0.075 -0.053 -0.112 0.131
O 1.052 0.942 -0.584 -0.274
O 0.040 -0.121 1.456 -0.294
O 0.426 -1.320 -0.682 -0.286
O -1.247 0.377 -0.594 -0.300
O 1.049 2.749 1.166 -0.064
H 1.035 2.107 0.460 -0.060
H 1.300 2.226 1.929 -0.014
O 3.388 0.880 0.044 -0.088
H 3.373 1.276 0.928 0.033
H 2.447 0.859 -0.169 -0.060
O -1.943 -0.417 -2.991 -0.053
H -2.819 -0.131 -3.243 0.038
H -1.675 -0.063 -2.134 -0.021
O 0.498 -3.569 0.304 -0.101
H -0.333 -3.951 0.598 0.038
H 0.343 -2.682 -0.174 -0.013
O -3.422 2.742 -2.052 -0.064
H -2.559 2.460 -1.765 -0.036
H -4.062 2.379 -1.442 0.021
O 2.878 -1.712 -0.439 -0.113
H 3.182 -0.792 -0.505 -0.037
H 1.863 -1.698 -0.434 -0.013
O -2.168 -1.635 1.776 -0.092
H -1.421 -1.047 1.505 -0.015
H -2.734 -1.492 0.982 -0.005
O 1.017 -1.649 -3.005 -0.104
H 1.286 -0.738 -3.074 -0.053
H 0.715 -1.624 -2.048 -0.041
O -3.598 -0.524 -0.250 -0.093
H -2.703 -0.175 -0.570 -0.002
H -3.802 -1.146 -0.939 0.016
O 1.505 0.954 -2.957 -0.096
H 1.284 0.988 -1.969 -0.027
H 0.706 1.289 -3.357 0.043
O -1.297 0.752 3.150 -0.108
H -0.701 1.456 3.385 0.024
H -0.756 0.358 2.356 -0.060
O 0.330 -0.332 5.111 -0.072
H 0.003 0.027 4.279 -0.027
H -0.133 0.265 5.675 -0.009
O -1.633 -2.685 -1.453 -0.042
H -2.058 -2.055 -2.014 -0.024
H -0.875 -2.196 -1.194 -0.052
O 0.699 -2.034 2.590 -0.125
H 0.796 -2.638 1.850 -0.033
H 0.493 -1.167 2.070 -0.088
O -0.731 2.672 -1.690 -0.059
H -0.878 1.839 -1.251 -0.045
H 0.224 2.666 -1.590 0.039
O -2.383 2.323 0.959 -0.068
H -2.057 1.899 1.731 -0.033
H -2.045 1.790 0.204 -0.009
O 2.080 0.610 2.797 -0.097
H 2.749 -0.035 2.442 0.078
H 1.269 0.372 2.297 -0.030
O 4.045 -0.280 -2.530 -0.068
H 3.236 0.217 -2.475 -0.028
H 4.657 0.465 -2.375 0.036
```

Kohn-Sham gap   7.43 eV
Highest occupied orbital energy   -0.420 eV
Net charge   -3
2S+1   1
Energy relative to the best compared isomer or geometry (same formula, charge and spin)   132.6 kcal per mole

=====

# 3
Molecular formula: H37O18
Method: DFT, ωB97M-V/def2-TZVPD

Structure (XYZ):
```
55
Properties=species:S:1:pos:R:3:lowdin_charge:R:1
O -2.074 -5.250 -2.927 -0.054
H 5.052 -2.968 -0.246 0.114
H -2.804 -4.840 -2.471 0.017
O 0.499 -0.120 -1.754 -0.019
H -0.492 0.728 -2.253 0.096
O 0.892 2.667 -3.350 -0.083
H 1.614 2.616 -3.996 0.066
H 2.820 -2.455 4.384 0.028
O 1.672 3.972 3.820 -0.108
H 1.439 -0.324 -2.028 0.075
H 1.256 4.370 2.988 0.054
O -0.986 -0.864 2.857 -0.043
H -1.380 -0.091 3.289 0.030
H -1.764 -1.435 2.877 0.032
O -1.348 1.030 -2.920 0.084
H -1.924 1.776 -2.607 0.151
H -0.891 1.575 -3.691 0.178
O 4.825 0.151 1.295 -0.044
H -2.722 1.493 -0.337 0.040
H -2.489 -0.972 -4.311 0.023
O 2.804 2.371 -1.437 -0.054
H 2.584 1.491 -1.717 -0.002
H 2.814 2.546 -0.479 0.062
O -3.019 1.253 3.943 -0.046
H -2.827 1.347 4.873 0.051
H 2.329 -1.304 3.662 0.029
O 2.856 -2.098 3.501 -0.051
H 4.093 0.107 1.913 0.022
H 1.056 4.472 4.422 0.055
O -3.948 -1.123 3.461 -0.059
H -4.277 -1.822 2.882 0.080
H -3.217 -1.404 4.055 0.070
O -4.935 0.952 1.052 -0.035
H -4.767 1.523 1.800 0.027
H -5.806 0.945 0.675 0.035
O 4.577 -2.651 -1.071 -0.063
H -3.717 0.613 3.869 -0.015
H 5.275 -3.072 -1.598 0.070
O 3.185 -1.133 -2.691 -0.088
H 3.611 -1.847 -2.066 0.038
H 3.616 -1.232 -3.531 0.030
O -0.700 3.013 0.336 -0.050
H -0.683 2.867 1.319 0.088
H -0.963 3.926 0.264 0.048
O 0.664 -1.612 0.841 -0.105
H -1.956 -4.706 -3.717 0.029
H 0.072 -2.236 0.231 0.124
O -1.976 0.920 -0.547 -0.077
H 1.257 3.421 -2.794 0.086
H -1.093 1.344 -0.530 0.013
O -2.676 -1.850 -4.716 -0.077
H 0.621 -0.553 -0.870 0.069
H -3.587 -2.068 -4.415 0.053
H 5.621 0.562 1.599 0.024
H -0.070 -1.348 1.430 -0.018
```

Kohn-Sham gap   10.34 eV
Highest occupied orbital energy   -13.106 eV
Net charge   +1
2S+1   1
Energy relative to the best compared isomer or geometry (same formula, charge and spin)   130.8 kcal per mole

=====

Question: What is the formula in the second record?
Answer: H36O22P